--- w ---
2 unconnected molecules or ions with the total composition H3O3P3, computed with ωB97M-V/def2-TZVPD.

Computed properties:
LUMO level (alpha / beta): 5.90 / 5.90 eV
multiplicity: 1
total charge: -2
HOMO level (alpha / beta): 0.45 / 0.45 eV

Geometry (Å):
O (-1.239, 2.048, 3.024)
O (0.074, 1.566, -0.880)
O (1.776, 1.014, 0.866)
P (-0.552, -1.814, -2.180)
P (0.464, -1.686, -0.403)
P (0.501, 0.633, 0.200)
H (-0.883, 1.866, 2.127)
H (0.481, -1.931, -3.193)
H (-0.623, -1.695, 0.438)

---

--- x ---
2 unconnected molecules or ions with the total composition H3O3P3, computed with ωB97M-V/def2-TZVPD.

Computed properties:
LUMO level (alpha / beta): 7.03 / 7.03 eV
multiplicity: 1
total charge: -2
HOMO level (alpha / beta): 0.42 / 0.42 eV

Geometry (Å):
O (2.494, 1.638, -0.116)
O (0.639, -1.086, -1.358)
O (1.330, -1.498, 1.028)
P (-2.774, -0.197, -0.396)
P (-1.213, 0.340, 0.871)
P (0.708, -0.584, 0.037)
H (2.842, 1.055, -0.797)
H (-3.155, -1.198, 0.478)
H (-0.872, 1.529, 0.254)

---

It turns out x is the most stable, with the second structure 17.8 kcal/mol higher.